11 unconnected molecules or ions with the total composition C21H50Cl6N7O16S2 in a non-equilibrium geometry. Source: the Open Molecules 2025 dataset; level of theory: the ωB97M-V functional and the def2-TZVPD basis.

CARTESIAN COORDINATES (ANGSTROEM)
1 C 2.013 -2.789 -0.683
2 C 0.725 -2.078 -0.660
3 O 0.545 -0.936 -1.019
4 N -0.380 -2.737 0.057
5 H -0.996 -2.999 -0.726
6 H -0.035 -3.608 0.604
7 C -1.110 -2.026 1.153
8 H 2.740 -2.416 -1.395
9 H 1.901 -3.864 -0.844
10 H 2.407 -2.698 0.333
11 H -1.872 -1.337 0.813
12 H -0.359 -1.332 1.559
13 H -1.291 -2.740 1.948
14 S 0.422 -6.444 0.920
15 O 1.321 -6.793 -0.201
16 O -0.873 -6.852 0.325
17 O 0.727 -7.190 2.153
18 O 0.406 -4.962 1.185
19 S -1.608 -3.743 -3.019
20 O -2.646 -3.279 -2.091
21 O -1.384 -2.674 -4.035
22 O -0.310 -3.990 -2.325
23 O -1.893 -5.049 -3.609
24 O -3.225 0.949 -4.605
25 C -2.644 0.955 -3.518
26 N -2.354 -0.197 -2.881
27 C -2.441 2.241 -2.737
28 H -2.100 -0.973 -3.508
29 H -1.997 -0.184 -1.939
30 H -1.777 2.889 -3.313
31 H -1.978 2.040 -1.769
32 H -3.355 2.792 -2.514
33 O -3.819 -2.664 0.968
34 C -4.683 -3.497 0.731
35 N -4.683 -4.296 -0.347
36 C -5.857 -3.770 1.663
37 H -5.443 -4.852 -0.675
38 H -3.800 -4.119 -0.845
39 H -6.696 -4.024 1.016
40 H -6.075 -2.847 2.203
41 H -5.549 -4.516 2.393
42 O 4.122 -3.855 1.172
43 C 4.166 -4.665 2.106
44 N 3.036 -5.281 2.476
45 C 5.475 -4.889 2.814
46 H 2.987 -5.714 3.382
47 H 2.138 -5.171 1.978
48 H 6.152 -4.043 2.697
49 H 6.028 -5.686 2.312
50 H 5.391 -5.068 3.887
51 O -1.527 1.411 0.651
52 C -0.604 2.114 1.039
53 N 0.540 1.443 1.335
54 C -0.750 3.593 1.280
55 H 1.271 2.025 1.714
56 H 0.754 0.485 1.114
57 H -1.802 3.811 1.437
58 H -0.436 4.095 0.363
59 H -0.136 4.061 2.050
60 O 3.879 0.067 4.150
61 C 4.404 0.325 3.081
62 N 5.553 1.030 3.005
63 C 3.848 -0.168 1.756
64 H 6.047 1.247 3.854
65 H 5.999 1.305 2.149
66 H 2.764 -0.133 1.858
67 H 4.060 -1.229 1.608
68 H 4.180 0.379 0.875
69 C -2.457 -1.527 5.004
70 Cl -0.935 -2.417 5.146
71 Cl -3.772 -2.711 4.704
72 Cl -2.404 -0.489 3.583
73 H -2.480 -0.984 5.941
74 C 1.816 -1.207 -4.734
75 Cl 1.042 0.206 -5.344
76 Cl 3.267 -1.004 -3.714
77 Cl 2.054 -2.308 -6.072
78 H 1.121 -1.688 -4.041
79 C 1.417 2.256 -1.905
80 O 1.556 3.640 -1.604
81 C 1.381 4.485 -2.738
82 C 1.087 5.924 -2.339
83 N -0.211 6.001 -1.650
84 C -0.423 7.419 -1.351
85 C -1.664 7.682 -0.476
86 O -1.557 7.062 0.805
87 C -2.687 7.488 1.556
88 H 1.824 1.628 -1.117
89 H 1.926 2.011 -2.841
90 H 0.346 2.055 -1.987
91 H 0.513 4.126 -3.299
92 H 2.284 4.345 -3.341
93 H 1.016 6.509 -3.264
94 H 1.905 6.468 -1.848
95 H -0.034 5.592 -0.737
96 H -0.654 7.996 -2.253
97 H 0.476 7.895 -0.939
98 H -2.500 7.203 -0.999
99 H -1.879 8.751 -0.397
100 H -3.565 7.148 1.003
101 H -2.713 8.554 1.801
102 H -2.604 7.011 2.535

The charge is -3. For the energy relative to the best compared isomer or geometry (same formula, charge and spin), the calculation gives 0.0000 eV. As for the LUMO energy: 4.37 eV. Its total energy is -5974.82162 hartree. The multiplicity is 1.